Arrangement P

# C15H46N2O15

A 8-piece molecular cluster, C15H46N2O15 overall (wB97M-V/def2-TZVPD, OMol25).

Geometry as XYZ:
```
78
Properties=species:S:1:pos:R:3:lowdin_charge:R:1
C -19.569 5.008 0.807 -0.668
O -19.904 5.152 -0.392 -0.039
N -20.549 4.620 1.577 0.208
N -18.295 5.216 1.178 0.225
H -20.397 4.120 2.454 0.113
H -21.416 4.592 1.045 0.106
H -17.623 5.559 0.486 0.117
H -17.999 5.573 2.076 0.064
C -15.335 6.313 4.603 -0.155
C -16.437 7.234 4.396 -0.247
O -17.436 6.610 3.617 -0.076
O -14.990 5.845 3.232 -0.098
H -15.603 5.406 5.139 0.125
H -14.403 6.804 4.930 0.140
H -15.998 8.050 3.886 0.117
H -16.900 7.550 5.334 0.139
H -18.121 7.241 3.379 0.052
H -15.615 5.186 2.934 0.077
C -21.491 2.548 -0.625 -0.150
C -22.337 1.505 0.163 -0.199
O -23.688 1.562 -0.312 -0.083
O -22.311 3.810 -0.708 -0.114
H -21.138 2.312 -1.620 0.120
H -20.618 2.790 -0.081 0.066
H -22.362 1.854 1.215 0.097
H -22.011 0.449 0.091 0.129
H -23.817 2.479 -0.549 0.053
H -21.776 4.434 -1.174 0.035
C -20.214 7.773 2.411 -0.194
C -21.714 8.069 2.242 -0.250
O -21.931 9.433 1.969 -0.061
O -19.769 8.819 3.354 -0.076
H -19.598 7.746 1.524 0.108
H -20.152 6.837 2.951 0.096
H -22.216 7.872 3.182 0.120
H -22.277 7.477 1.576 0.098
H -22.307 9.468 1.060 0.104
H -19.902 9.641 2.870 0.078
C -23.368 3.190 4.541 -0.257
C -22.948 1.755 4.275 -0.223
O -21.643 1.783 3.742 -0.102
O -24.721 3.280 4.911 -0.046
H -23.173 3.809 3.639 0.124
H -22.795 3.601 5.393 0.134
H -23.663 1.310 3.565 0.127
H -23.037 1.211 5.195 0.122
H -21.278 0.891 3.772 0.065
H -25.215 3.137 4.115 0.076
C -20.032 7.875 -2.381 -0.175
C -21.294 7.804 -1.578 -0.248
O -22.233 8.783 -2.002 -0.056
O -18.935 7.444 -1.503 -0.125
H -19.840 8.898 -2.645 0.116
H -19.962 7.269 -3.291 0.125
H -21.046 8.072 -0.556 0.094
H -21.733 6.782 -1.522 0.123
H -23.074 8.409 -2.250 0.079
H -19.233 6.597 -1.086 0.031
C -18.441 0.370 3.975 -0.191
C -18.544 1.814 3.481 -0.270
O -19.244 2.719 4.292 -0.075
O -19.760 -0.198 3.911 -0.084
H -18.002 0.306 4.951 0.117
H -17.849 -0.153 3.231 0.118
H -18.837 1.852 2.399 0.129
H -17.549 2.170 3.359 0.100
H -20.216 2.560 4.248 0.044
H -19.720 -1.131 4.145 0.099
C -14.600 7.912 0.264 -0.233
C -15.510 8.320 -0.921 -0.246
O -16.059 7.244 -1.655 -0.054
O -15.492 7.057 0.947 -0.101
H -14.331 8.781 0.906 0.118
H -13.623 7.497 0.004 0.108
H -15.024 9.047 -1.547 0.102
H -16.281 8.826 -0.301 0.121
H -17.006 7.278 -1.608 0.020
H -15.310 6.797 1.853 0.015
```

As for the HOMO-LUMO gap: 9.604 eV. The value obtained for the highest occupied orbital energy is -9.359 eV. As for the SMILES: NC(N)=O.OCCO.OCCO.OCCO.OCCO.OCCO.OCCO.OCCO.

Arrangement Q

# C15H46N2O15

A 8-piece molecular cluster, C15H46N2O15 overall (wB97M-V/def2-TZVPD, OMol25).

Geometry as XYZ:
```
78
Properties=species:S:1:pos:R:3:lowdin_charge:R:1
C -0.216 0.310 0.226 -0.624
O -0.010 0.771 1.352 0.009
N 0.431 0.766 -0.867 0.190
N -1.015 -0.766 0.007 0.189
H 1.155 1.449 -0.720 0.080
H 0.294 0.339 -1.763 0.068
H -1.180 -1.073 -0.942 0.050
H -1.581 -1.136 0.751 0.071
C 0.648 3.814 3.823 -0.242
C 0.691 2.476 4.538 -0.253
O 1.111 1.377 3.772 -0.068
O -0.310 3.973 2.788 -0.065
H 1.638 4.029 3.406 0.120
H 0.439 4.552 4.601 0.117
H -0.292 2.271 4.987 0.110
H 1.337 2.659 5.402 0.120
H 0.356 1.122 3.221 0.044
H 0.025 3.483 2.028 0.053
C -2.386 -2.194 -4.906 -0.234
C -2.014 -1.132 -3.908 -0.224
O -1.728 -1.669 -2.615 -0.096
O -1.309 -3.100 -5.145 -0.065
H -2.528 -1.665 -5.857 0.127
H -3.282 -2.728 -4.577 0.124
H -2.879 -0.483 -3.761 0.129
H -1.221 -0.490 -4.303 0.120
H -1.061 -2.359 -2.757 0.094
H -1.138 -3.189 -6.079 0.081
C 2.333 -1.792 -3.199 -0.213
C 2.674 -2.201 -4.621 -0.237
O 3.869 -1.556 -5.067 -0.063
O 1.759 -0.468 -3.197 -0.094
H 3.254 -1.692 -2.614 0.119
H 1.767 -2.528 -2.626 0.117
H 1.862 -1.908 -5.289 0.116
H 2.825 -3.280 -4.675 0.121
H 3.595 -0.695 -5.398 0.082
H 2.506 0.136 -3.148 0.085
C 4.380 0.473 0.820 -0.226
C 3.933 1.642 1.632 -0.248
O 2.632 2.143 1.347 -0.090
O 3.551 -0.641 1.193 -0.076
H 5.428 0.219 1.001 0.120
H 4.161 0.621 -0.247 0.112
H 4.567 2.528 1.500 0.123
H 4.020 1.494 2.715 0.126
H 1.998 1.447 1.600 0.041
H 3.891 -1.480 0.879 0.074
C -3.501 -4.007 -0.938 -0.248
C -2.923 -3.817 0.453 -0.198
O -3.771 -2.982 1.267 -0.083
O -4.674 -4.813 -0.920 -0.054
H -2.814 -4.584 -1.568 0.123
H -3.525 -3.080 -1.518 0.106
H -1.905 -3.422 0.437 0.113
H -2.847 -4.745 1.029 0.129
H -4.359 -3.588 1.728 0.101
H -5.374 -4.259 -0.551 0.086
C 1.348 4.275 -1.183 -0.241
C -0.045 4.567 -0.643 -0.231
O 0.015 5.658 0.292 -0.070
O 1.878 5.425 -1.845 -0.060
H 1.296 3.455 -1.907 0.105
H 2.035 4.031 -0.375 0.107
H -0.500 3.743 -0.088 0.105
H -0.675 4.859 -1.489 0.115
H -0.832 5.656 0.746 0.077
H 1.706 5.344 -2.785 0.076
C -2.639 -1.382 4.307 -0.246
C -1.587 -0.765 5.217 -0.255
O -0.271 -1.243 5.081 -0.054
O -2.314 -1.366 2.930 -0.087
H -3.541 -0.774 4.400 0.117
H -2.828 -2.381 4.712 0.118
H -1.922 -0.829 6.251 0.121
H -1.540 0.318 5.026 0.102
H 0.040 -1.193 4.172 0.080
H -2.915 -1.973 2.454 0.035
```

As for the HOMO-LUMO gap: 8.893 eV. The value obtained for the highest occupied orbital energy is -8.853 eV. As for the SMILES: NC(N)=O.OCCO.OCCO.OCCO.OCCO.OCCO.OCCO.OCCO.

arrangement Q (0.0113 hartree below the next structure)

Arrangement P

# C9H18NO2

A 2-piece molecular cluster, C9H18NO2 overall (wB97M-V/def2-TZVPD, OMol25).

Geometry as XYZ:
```
30
Properties=species:S:1:pos:R:3:lowdin_charge:R:1
C -2.450 0.623 -0.825 0.016
C -1.248 0.576 -0.988 0.097
C -3.979 -0.395 0.762 -0.099
C 0.711 2.191 0.855 -0.015
C 3.298 -1.055 -0.303 -0.067
C -3.843 0.431 -0.496 -0.234
C 0.870 0.584 1.097 -0.112
C 2.503 0.115 -0.766 -0.116
C 0.182 0.721 -1.223 -0.440
N 1.048 0.020 -0.250 -0.058
O 0.342 -2.548 -0.396 -0.034
O 0.671 1.178 -2.165 0.219
H -3.603 -1.398 0.613 0.077
H -3.671 0.072 1.613 0.048
H -5.047 -0.669 0.928 0.101
H 0.733 2.577 1.911 0.107
H 1.662 2.393 0.395 0.059
H -0.250 2.486 0.484 0.070
H 2.720 -1.947 0.053 0.096
H 3.980 -1.427 -1.000 0.069
H 3.951 -0.808 0.516 0.081
H -4.418 1.393 -0.247 0.154
H -4.252 0.014 -1.496 0.161
H -0.001 0.141 1.601 0.134
H 1.778 0.456 1.708 0.136
H 2.513 0.237 -1.852 0.126
H 2.930 1.174 -0.249 0.190
H 0.863 -0.933 -0.260 0.050
H -0.459 -2.278 -0.912 0.097
H 0.329 -3.221 0.290 0.086
```

As for the HOMO-LUMO gap: 10.563 eV. The value obtained for the highest occupied orbital energy is -14.221 eV. Its charge is +1.

Arrangement Q

# C9H18NO2

An isolated ion of composition C9H18NO2 and charge +1 (wB97M-V/def2-TZVPD, OMol25).

Geometry as XYZ:
```
30
Properties=species:S:1:pos:R:3:lowdin_charge:R:1
C 1.421 0.484 0.003 -0.434
C -2.166 0.163 -0.445 -0.094
C -2.056 1.601 0.109 -0.048
C 0.012 0.395 0.587 -0.309
C -0.850 -0.566 -0.399 -0.487
C 0.068 0.105 2.105 0.055
C -0.995 -1.973 -0.016 -0.049
C -0.292 -0.633 -1.775 -0.050
C 3.552 -0.335 -0.222 -0.015
N -0.601 1.675 0.389 0.065
O 1.655 1.538 -0.643 0.069
O 2.281 -0.415 0.381 0.002
H -2.935 -0.434 0.104 0.147
H -2.485 0.212 -1.444 0.106
H -2.393 2.289 -0.646 0.136
H -2.658 1.574 0.948 0.107
H 0.102 -0.925 2.163 0.061
H -0.792 0.458 2.693 0.121
H 1.010 0.357 2.487 0.086
H 0.035 -2.325 0.261 0.113
H -1.368 -2.636 -0.792 0.104
H -1.547 -2.215 0.944 0.119
H -0.433 0.299 -2.381 0.117
H -0.818 -1.235 -2.478 0.089
H 0.809 -0.978 -1.877 0.139
H 3.479 0.431 -0.945 0.068
H 3.985 -1.409 -0.458 0.150
H 4.264 0.076 0.643 0.149
H -0.046 2.147 -0.522 0.248
H -0.237 2.273 1.228 0.235
```

As for the HOMO-LUMO gap: 11.883 eV. The value obtained for the highest occupied orbital energy is -14.692 eV. As for the SMILES: COC(=O)[C@@]1(C)[NH2+]CCC1(C)C. Its charge is +1.

arrangement Q (0.0750 hartree below the next structure)

Arrangement P

# C6H15NS

One molecule with the formula C6H15NS (wB97M-V/def2-TZVPD, OMol25).

Geometry as XYZ:
```
23
Properties=species:S:1:pos:R:3:lowdin_charge:R:1
C 1.537 0.874 0.153 -0.272
C 2.300 1.526 -0.986 -0.553
S 1.647 3.207 -1.313 0.698
C 0.023 0.761 -0.077 -0.247
N -0.497 -0.495 0.439 -0.242
C -1.641 -1.020 -0.277 -0.284
C -1.727 -2.550 -0.191 -0.087
C -0.709 -0.451 1.899 -0.068
H 1.806 1.431 1.054 0.105
H 1.919 -0.133 0.333 0.114
H 3.343 1.618 -0.695 0.061
H 2.255 0.981 -1.928 0.072
H 1.914 3.221 -2.608 -0.168
H -0.504 1.619 0.345 0.110
H -0.122 0.767 -1.159 0.105
H -2.616 -0.575 -0.043 0.112
H -1.511 -0.738 -1.328 0.105
H -2.038 -3.027 -1.112 0.061
H -0.725 -2.886 0.071 0.071
H -2.394 -2.913 0.603 0.066
H 0.100 -0.982 2.401 0.080
H -0.664 0.589 2.251 0.080
H -1.694 -0.824 2.169 0.080
```

As for the HOMO-LUMO gap: 9.304 eV. The value obtained for the highest occupied orbital energy is -8.373 eV. As for the SMILES: CCN(C)CCCS.

Arrangement Q

# C6H15NS

A 3-piece molecular cluster, C6H15NS overall (wB97M-V/def2-TZVPD, OMol25).

Geometry as XYZ:
```
23
Properties=species:S:1:pos:R:3:lowdin_charge:R:1
C 2.147 -1.224 0.447 -0.117
C 1.726 -0.790 1.825 -0.312
C 0.160 -1.556 3.406 0.019
N 0.317 -1.063 2.191 -0.062
H 2.208 -2.300 0.381 0.080
H 1.396 -0.863 -0.263 -0.005
H 3.040 -0.700 0.119 0.081
H 2.447 -1.284 2.553 0.116
H 1.864 0.312 1.937 0.125
H -0.869 -1.757 3.875 0.102
H 1.003 -1.925 3.995 0.072
H -0.350 -0.836 0.675 0.121
C -1.775 1.606 -3.086 -0.146
C -1.690 1.720 -1.574 -0.364
C -0.620 0.778 -1.007 -0.686
S -1.108 -0.978 -1.153 0.493
H -0.866 1.994 -3.577 0.079
H -2.642 2.150 -3.478 0.066
H -2.023 0.572 -3.370 0.054
H -1.486 2.782 -1.297 0.107
H -2.641 1.472 -1.076 0.096
H -0.514 0.988 0.063 0.038
H 0.275 0.903 -1.584 0.046
```

As for the HOMO-LUMO gap: 7.759 eV. The value obtained for the highest occupied orbital energy is -7.713 eV.

arrangement P (0.1017 hartree below the next structure)

Arrangement P

# C6H11PS

One molecule with the formula C6H11PS (wB97M-V/def2-TZVPD, OMol25).

Geometry as XYZ:
```
19
Properties=species:S:1:pos:R:3:lowdin_charge:R:1
C -1.184 -0.520 0.648 -0.136
C 0.061 -0.836 0.296 -0.581
C -1.903 0.843 0.692 -0.329
C -1.088 1.943 1.143 -0.038
C 0.623 -2.232 0.227 -0.106
C 1.451 0.494 -2.098 -0.258
P 1.108 0.498 -0.168 0.525
S 2.864 0.560 0.887 0.086
H -1.762 -1.328 1.099 0.105
H -2.435 1.120 -0.320 0.147
H -2.639 0.652 1.475 0.101
H -1.471 2.952 0.918 0.065
H -0.568 1.663 2.075 0.073
H -0.118 -3.020 0.563 0.097
H 1.550 -2.211 0.848 0.058
H 0.988 -2.151 -0.904 0.110
H 0.461 0.795 -2.562 0.045
H 2.236 1.212 -2.274 0.009
H 1.827 -0.434 -2.544 0.025
```

As for the HOMO-LUMO gap (alpha / beta): 7.926 / 6.810 eV. The value obtained for the highest occupied orbital energy (alpha / beta) is -7.835 / -7.938 eV.

Arrangement Q

# C6H11PS

One molecule with the formula C6H11PS (wB97M-V/def2-TZVPD, OMol25).

Geometry as XYZ:
```
19
Properties=species:S:1:pos:R:3:lowdin_charge:R:1
C -1.078 -0.422 1.024 -0.128
C -0.031 -1.022 0.492 -0.403
C -1.112 1.102 1.168 -0.213
C 0.305 1.698 0.706 -0.296
C 0.248 -2.464 0.293 -0.097
C 1.248 0.779 -1.864 -0.232
P 1.277 0.228 -0.068 0.348
S 3.053 0.107 0.611 0.179
H -1.991 -0.939 1.190 0.099
H -1.839 1.741 0.484 0.138
H -1.311 1.212 2.245 0.097
H 0.059 2.534 0.003 0.066
H 1.047 2.100 1.487 0.082
H 0.252 -2.798 -0.720 0.064
H -0.734 -2.950 0.788 0.127
H 1.057 -2.755 0.907 0.054
H 0.972 0.038 -2.610 0.030
H 0.560 1.641 -1.878 0.023
H 2.277 1.231 -2.084 0.062
```

As for the HOMO-LUMO gap: 9.217 eV. The value obtained for the highest occupied orbital energy is -8.435 eV. As for the SMILES: CC1=CCC[P@@]1(C)=S.

arrangement Q (0.1027 hartree below the next structure)

Arrangement P

# C2H7ClNO2P

A 2-piece molecular cluster, C2H7ClNO2P overall (wB97M-V/def2-TZVPD, OMol25).

Geometry as XYZ:
```
14
Properties=species:S:1:pos:R:3:lowdin_charge:R:1
C -1.564 -0.103 -1.559 -0.085
C -0.899 0.323 -0.254 -0.350
N 2.521 0.477 1.432 -0.201
O 1.011 -1.683 2.200 -0.364
O -1.238 1.637 0.125 -0.076
P 2.126 -1.014 1.544 0.189
Cl 3.405 -2.221 0.657 0.393
H -1.216 0.516 -2.384 0.071
H -1.328 -1.140 -1.778 0.071
H -2.643 0.001 -1.478 0.075
H 0.201 0.223 -0.355 0.084
H -1.226 -0.315 0.570 0.111
H -0.980 2.228 -0.591 0.084
H 1.829 1.070 1.871 -0.001
```

As for the HOMO-LUMO gap: 10.220 eV. The value obtained for the highest occupied orbital energy is -10.413 eV.

Arrangement Q

# C2H7ClNO2P

One molecule with the formula C2H7ClNO2P (wB97M-V/def2-TZVPD, OMol25).

Geometry as XYZ:
```
14
Properties=species:S:1:pos:R:3:lowdin_charge:R:1
C -2.589 -0.885 -0.432 -0.185
C 2.158 0.957 0.457 -0.396
N -1.423 -0.215 0.109 -0.343
O 2.846 1.155 -0.724 -0.028
O 0.772 0.799 0.303 -0.400
P 0.091 -0.443 -0.548 0.545
Cl 0.875 -2.007 0.574 0.187
H -2.822 -1.817 0.098 0.075
H -3.458 -0.224 -0.377 0.074
H -2.395 -1.125 -1.476 0.062
H 2.598 0.062 0.913 0.091
H 2.260 1.810 1.145 0.132
H 2.550 1.967 -1.148 0.098
H -1.463 -0.032 1.105 0.088
```

As for the HOMO-LUMO gap: 10.282 eV. The value obtained for the highest occupied orbital energy is -9.404 eV. As for the SMILES: CNP(Cl)OCO.

arrangement Q (0.0352 hartree below the next structure)